# 1
Density functional theory data (ωB97M-V with the def2-TZVPD basis set) for a structure of composition C38H25BrF2N4OPSe2Ti at a distorted geometry.

Summary:
* Kohn-Sham gap: 6.59 eV
* 2S+1: 1
* relative energy (zero: lowest compared OMol25 entry of this formula, charge and spin): 26.9 kcal per mole
* HOMO energy: -10.51 eV
* charge: +1

Each line ends with the Löwdin charge.
CARTESIAN COORDINATES (ANGSTROEM)
Ti (0.41958, -0.67727, -0.41878)  0.70
F (-0.43028, 0.01426, 4.89210)  0.09
C (-0.91831, -0.35085, 3.70194)  -0.26
C (-0.10940, -0.22688, 2.58426)  -0.02
C (-0.62547, -0.58992, 1.35232)  -0.17
C (-1.94965, -1.05551, 1.23520)  -0.11
C (-2.69844, -1.17969, 2.40100)  -0.20
F (-3.95762, -1.64043, 2.35182)  0.09
C (-2.20822, -0.83334, 3.64393)  0.09
C (-2.43442, -1.38757, -0.11479)  -0.19
C (-3.68597, -1.89117, -0.45961)  0.04
C (-3.97641, -2.11949, -1.79238)  -0.01
C (-3.02919, -1.85431, -2.77327)  -0.03
C (-1.80005, -1.38868, -2.36678)  -0.12
N (-1.51655, -1.16966, -1.07913)  -0.08
H (0.90201, 0.13366, 2.70951)  0.10
H (-2.82020, -0.92604, 4.52908)  0.14
H (-4.41888, -2.09024, 0.30290)  0.12
H (-4.94797, -2.50874, -2.06700)  0.12
H (-3.22936, -2.01912, -3.82141)  0.12
H (-1.01047, -1.18526, -3.08125)  0.13
Se (0.62148, -3.33927, -0.58313)  0.46
P (2.71884, -2.81321, -0.54286)  0.21
Se (2.81490, -0.95337, 0.57121)  0.49
C (3.25899, -2.53581, -2.24662)  -0.41
C (3.67324, -3.62865, -3.00540)  -0.07
C (3.97261, -3.46341, -4.34834)  -0.06
C (3.85804, -2.21297, -4.94044)  -0.06
C (3.45279, -1.12133, -4.18561)  -0.06
C (3.15598, -1.28070, -2.84008)  -0.12
C (3.81251, -4.07409, 0.10856)  -0.42
C (3.32234, -5.27850, 0.59538)  -0.09
C (4.20692, -6.22716, 1.09100)  -0.06
C (5.56742, -5.96495, 1.10515)  -0.06
C (6.05674, -4.75473, 0.62363)  -0.06
C (5.18237, -3.80717, 0.12459)  -0.09
H (3.76200, -4.60874, -2.55321)  0.12
H (4.29871, -4.31330, -4.93265)  0.11
H (4.09519, -2.08846, -5.98856)  0.11
H (3.38221, -0.14166, -4.63922)  0.11
H (2.88760, -0.41351, -2.24544)  0.06
H (2.25786, -5.47883, 0.58795)  0.08
H (3.83039, -7.16827, 1.46801)  0.11
H (6.25434, -6.70452, 1.49458)  0.11
H (7.11920, -4.55329, 0.63720)  0.11
H (5.56452, -2.86605, -0.25478)  0.12
Br (-4.91013, 2.35427, 4.32606)  0.75
C (-3.85355, 3.63609, 3.42330)  -0.69
C (-2.47070, 3.53067, 3.46301)  -0.11
C (-1.69549, 4.45081, 2.77635)  -0.01
C (-2.31325, 5.47361, 2.06545)  -0.27
C (-3.69237, 5.61316, 2.09673)  -0.03
C (-4.47451, 4.67765, 2.75511)  -0.11
N (-1.61098, 6.51220, 1.35347)  0.09
N (-0.72391, 6.28180, 0.52680)  0.09
C (-0.36638, 4.92421, 0.17714)  -0.22
C (0.91517, 4.52637, 0.41711)  -0.01
C (1.31475, 3.20448, 0.12861)  0.03
C (0.41611, 2.34100, -0.42159)  -0.26
O (0.74297, 1.03674, -0.61983)  -0.26
C (-0.89635, 2.74912, -0.78255)  -0.15
N (-1.70788, 1.84442, -1.38729)  0.13
C (-2.90299, 2.24377, -1.73439)  -0.11
C (-3.38286, 3.55702, -1.53753)  -0.03
C (-2.57673, 4.46722, -0.92388)  0.01
C (-1.28492, 4.07278, -0.49908)  -0.09
H (-2.00114, 2.73822, 4.02996)  0.10
H (-0.61807, 4.37266, 2.81647)  0.12
H (-4.14805, 6.45717, 1.59475)  0.12
H (-5.55136, 4.76898, 2.76455)  0.11
H (1.61301, 5.21866, 0.86922)  0.13
H (2.31680, 2.86777, 0.35684)  0.13
H (-3.54046, 1.50627, -2.21412)  0.11
H (-4.37275, 3.82495, -1.87896)  0.11
H (-2.90590, 5.48612, -0.77231)  0.12



# 2
Density functional theory data (ωB97M-V with the def2-TZVPD basis set) for a structure of composition C38H25F7N6O2Rh at a distorted geometry.

Summary:
* Kohn-Sham gap (alpha / beta): 5.44 / 6.54 eV
* 2S+1: 2
* relative energy (zero: lowest compared OMol25 entry of this formula, charge and spin): 15.3 kcal per mole
* HOMO energy (alpha / beta): -6.02 / -7.10 eV

Each line ends with the Löwdin spin population.
CARTESIAN COORDINATES (ANGSTROEM)
Rh (-2.02120, 0.07983, -1.79181)  0.81
C (7.10480, 0.12293, 8.45589)  0.00
O (7.30080, 0.13803, 7.06279)  0.00
C (6.22760, 0.15113, 6.23709)  0.00
C (6.52440, 0.16473, 4.85839)  0.00
C (5.53020, 0.17683, 3.92819)  0.00
C (4.16360, 0.17393, 4.32349)  0.00
C (3.88120, 0.16193, 5.71559)  0.00
C (4.88920, 0.15003, 6.64609)  0.00
C (3.15810, 0.17423, 3.34519)  0.00
N (3.36730, 0.18853, 2.01539)  0.00
C (2.17790, 0.18813, 1.43139)  0.00
C (1.12720, 0.16913, 2.41779)  0.00
N (1.78320, 0.15983, 3.61749)  0.00
C (-0.23120, 0.16593, 2.10929)  0.00
C (-1.29150, 0.15883, 3.03619)  0.00
C (-2.59800, 0.16013, 2.55119)  0.00
C (-2.83090, 0.19203, 1.18929)  0.00
N (-1.84140, 0.21443, 0.27529)  0.00
C (-0.54190, 0.18843, 0.69979)  0.00
C (0.46510, 0.18583, -0.28491)  0.00
N (0.05030, 0.15803, -1.59281)  0.00
C (0.97740, 0.15563, -2.54901)  0.00
C (2.33440, 0.17553, -2.30651)  0.00
C (2.79350, 0.19643, -0.98001)  0.00
C (1.85920, 0.19433, 0.03789)  0.00
H (8.10290, 0.11503, 8.89309)  0.00
H (6.56160, -0.77187, 8.77709)  0.00
H (6.56750, 1.01373, 8.79749)  0.00
H (7.56420, 0.16513, 4.57619)  0.00
H (5.74940, 0.18473, 2.87339)  0.00
H (2.85850, 0.15833, 6.06169)  0.00
H (4.63360, 0.13973, 7.69389)  0.00
H (1.36350, 0.17003, 4.52859)  0.00
H (-1.09270, 0.15923, 4.09709)  0.00
H (-3.44150, 0.15183, 3.22229)  0.00
H (-3.84680, 0.21233, 0.83159)  0.00
H (0.60600, 0.13373, -3.56381)  0.00
H (3.02840, 0.16893, -3.13011)  0.00
H (3.84510, 0.20653, -0.74361)  0.00
F (-1.74090, -1.20097, -6.88341)  0.00
C (-1.81840, -0.17807, -6.00721)  0.00
C (-1.82860, -0.45187, -4.64871)  0.00
C (-1.90080, 0.59393, -3.74481)  0.01
C (-1.92000, 1.93403, -4.18001)  0.00
C (-1.92640, 2.14883, -5.56631)  0.00
F (-1.98430, 3.39613, -6.08501)  0.00
C (-1.87150, 1.11863, -6.48271)  0.00
C (-1.96160, 2.96553, -3.15681)  0.00
C (-2.01160, 4.34133, -3.41241)  0.00
C (-2.06090, 5.23243, -2.36351)  0.00
C (-2.05240, 4.74003, -1.06061)  0.00
C (-2.00180, 3.36843, -0.88371)  0.01
N (-1.95300, 2.51173, -1.88621)  0.08
H (-1.78040, -1.47677, -4.31461)  0.00
H (-1.86310, 1.32993, -7.53891)  0.00
H (-2.02480, 4.70493, -4.42441)  0.00
H (-2.11640, 6.29353, -2.55721)  0.00
H (-2.09160, 5.40353, -0.21241)  0.00
H (-1.99840, 2.93453, 0.10539)  0.00
F (-4.56440, -1.04067, -1.12201)  0.00
C (-4.09460, 0.06523, -1.83071)  0.00
F (-4.58970, 1.14363, -1.10591)  0.00
C (-4.93460, 0.07783, -3.11591)  0.00
F (-4.65560, -0.97477, -3.90351)  0.00
F (-6.25550, 0.03233, -2.88921)  0.00
F (-4.72080, 1.18233, -3.84411)  0.00
O (-1.47540, -2.21127, -2.15251)  0.02
N (-1.78190, -3.42837, -1.88901)  0.00
C (-2.79860, -4.04517, -2.53611)  0.02
C (-3.03690, -5.38397, -2.35781)  0.00
C (-2.24180, -6.12897, -1.49131)  0.02
C (-1.25420, -5.45777, -0.77591)  0.00
C (-1.05020, -4.11887, -0.98241)  0.02
H (-3.36710, -3.41887, -3.20721)  0.00
H (-3.83250, -5.84477, -2.91961)  0.00
H (-2.39100, -7.18817, -1.37161)  0.00
H (-0.62480, -5.97987, -0.07421)  0.00
H (-0.28240, -3.54157, -0.49051)  0.00



Question: Which value of relative energy (zero: lowest compared OMol25 entry of this formula, charge and spin) does entry 2 give?
Answer: 15.3 kcal per mole



Question: The highest relative energy (zero: lowest compared OMol25 entry of this formula, charge and spin) belongs to which entry?
Answer: C38H25BrF2N4OPSe2Ti



Question: 2S+1 of number 2 (C38H25F7N6O2Rh)?
Answer: 2